Run 1
Formula: CH14O6
Source: the Open Molecules 2025 dataset
Level of theory: ωB97M-V/def2-TZVPD

As for the SMILES: CO.O.O.O.O.O. The calculation puts the HOMO energy at -10.7 eV.

```
! wB97M-V def2-TZVPD RIJCOSX def2/J DEFGRID3
* xyz 0 1
C 0.9242 1.3895 -1.1071
O -0.1727 0.8260 -1.8355
H 1.2197 0.7635 -0.2701
H 1.7520 1.4983 -1.8070
H 0.5302 2.2930 -0.6641
H -0.1120 -0.1245 -1.7148
O 2.0203 -2.3708 0.9352
H 2.7230 -1.7355 0.7667
H 1.4365 -1.9352 1.5479
O 0.2576 -0.9379 2.5488
H -0.2405 -0.2902 2.0413
H -0.4391 -1.5095 2.8715
O -1.7863 0.9467 2.1765
H -1.8020 1.8021 2.6257
H -1.9966 1.1801 1.2724
O 1.2086 -1.5686 -2.2091
H 1.7434 -1.7516 -1.4488
H 1.0527 -2.3620 -2.6894
O -2.4002 1.7811 -0.6890
H -3.0125 2.2074 -1.3372
H -1.7136 1.4313 -1.3357
*
```

Run 2
Formula: CH14O6
Source: the Open Molecules 2025 dataset
Level of theory: ωB97M-V/def2-TZVPD

As for the SMILES: CO.O.O.O.O.O. The calculation puts the HOMO energy at -10.3 eV.

```
! wB97M-V def2-TZVPD RIJCOSX def2/J DEFGRID3
* xyz 0 1
C -0.9307 0.3962 -1.1366
O 0.4117 0.1155 -1.5759
H -0.8394 1.1830 -0.3960
H -1.5774 0.5484 -1.9999
H -1.4127 -0.4514 -0.6352
H 0.9137 0.8963 -1.3332
O -0.6721 2.3512 1.2965
H 0.1398 2.7390 1.6366
H -0.6453 1.4206 1.6699
O -0.3819 -0.2953 2.3435
H -0.2064 -1.0519 1.7146
H -0.5739 -0.7447 3.1568
O 0.2415 -2.7488 1.1428
H -0.0176 -3.6469 1.3769
H 0.4168 -2.7809 0.1776
O 0.3841 2.7070 -1.3194
H 0.1057 2.8484 -0.4130
H 1.2386 3.1545 -1.4281
O 0.8653 -2.5312 -1.4239
H 1.8158 -2.5617 -1.3863
H 0.7244 -1.5474 -1.4676
*
```

Relative energies in eV: run 1 0.000; run 2 0.093

Run 1
Formula: C24H22F3MnN7O4S4
Source: the Open Molecules 2025 dataset
Level of theory: ωB97M-V/def2-TZVPD

The expectation value of S² is 0.845. The calculation puts the HOMO energy (spin up / spin down) at -1.9 / -1.5 eV.

```
! wB97M-V def2-TZVPD RIJCOSX def2/J DEFGRID3
* xyz -2 2
Mn -0.2141 1.5934 0.7585
N -2.6118 -0.6893 3.7006
C -1.8959 0.3290 3.1089
S -2.6935 1.2558 1.8987
N -0.6999 0.5564 3.5858
N 0.0636 1.4234 2.9277
C 1.0933 1.8956 3.5588
C 2.0562 2.6915 2.8674
C 3.1463 3.3042 3.5138
C 4.0278 4.0697 2.7895
C 3.8332 4.2070 1.4155
C 2.7321 3.5788 0.8558
N 1.8707 2.8497 1.5420
H -3.2609 -1.0927 3.0438
H -1.9889 -1.3894 4.0850
H 1.1911 1.6954 4.6231
H 3.2635 3.1649 4.5824
H 4.8565 4.5788 3.2684
H 4.5042 4.7938 0.8042
H 2.5326 3.6698 -0.2082
F 4.9731 1.4414 -3.2442
C 3.7202 0.8928 -3.1351
F 3.7884 -0.2319 -3.9180
F 2.9103 1.7289 -3.7741
C 3.4051 0.5492 -1.7181
C 4.3836 -0.1907 -1.0601
C 4.1993 -0.5668 0.2575
C 3.0289 -0.1587 0.8822
N 2.0881 0.5376 0.2762
C 2.2119 0.8903 -1.0223
S 0.8646 1.7219 -1.6790
H 5.2885 -0.4580 -1.5922
H 4.9406 -1.1523 0.7837
H 2.8369 -0.3855 1.9275
S -1.1432 6.1193 0.9130
C -0.8480 4.5387 0.7979
N -0.6341 3.3964 0.6982
C -6.3167 -1.0967 -0.6835
C -5.0565 -1.7286 -1.1934
C -4.5785 -2.9087 -0.6314
C -3.4149 -3.4997 -1.0922
C -2.7347 -2.9089 -2.1413
C -3.1659 -1.7121 -2.6957
C -4.3200 -1.1241 -2.2124
S -1.3420 -3.7350 -2.8563
O -1.0907 -4.9462 -2.1222
O -1.6097 -3.8969 -4.2696
N 0.0192 -2.7794 -2.8245
C 0.3476 -1.7978 -1.7599
C 0.3434 -2.3869 -0.3416
C -0.5007 -1.5833 0.6837
O -1.1009 -2.2088 1.5630
O -0.4383 -0.3227 0.5443
H -7.0015 -1.8479 -0.2868
H -6.8170 -0.5269 -1.4673
H -6.0481 -0.4081 0.1210
H -5.1244 -3.3721 0.1818
H -3.0271 -4.4118 -0.6622
H -2.6086 -1.2637 -3.5090
H -4.6602 -0.1838 -2.6275
H 0.0548 -2.3400 -3.7366
H -0.3258 -0.9380 -1.7875
H 1.3446 -1.4392 -2.0168
H 1.3579 -2.3742 0.0660
H -0.0056 -3.4168 -0.3568
*
```

Run 2
Formula: C24H22F3MnN7O4S4
Source: the Open Molecules 2025 dataset
Level of theory: ωB97M-V/def2-TZVPD

The expectation value of S² is 0.776. The calculation puts the HOMO energy (spin up / spin down) at -1.9 / -1.8 eV.

```
! wB97M-V def2-TZVPD RIJCOSX def2/J DEFGRID3
* xyz -2 2
Mn -0.4103 -0.7443 -0.9603
N -3.2277 -4.1029 -0.3574
C -2.4150 -2.9884 -0.4050
S -0.7646 -3.1972 -0.7205
N -3.0560 -1.8529 -0.1298
N -2.2570 -0.7787 -0.2279
C -2.7111 0.3374 0.2309
C -1.8564 1.5072 0.1621
C -2.2698 2.7455 0.6490
C -1.4068 3.8233 0.5841
C -0.1506 3.6495 0.0267
C 0.1818 2.3902 -0.4451
N -0.6366 1.3499 -0.3797
H -2.8556 -4.8717 -0.8912
H -4.1972 -3.8930 -0.5438
H -3.6945 0.3740 0.6903
H -3.2613 2.8346 1.0753
H -1.7030 4.7903 0.9722
H 0.5670 4.4549 -0.0207
H 1.1482 2.2019 -0.9002
F -4.7634 -0.3269 -6.4842
C -3.7944 -0.9328 -5.7285
F -2.9552 -1.4761 -6.6235
F -4.4235 -1.9493 -5.1199
C -3.1477 0.0352 -4.7852
C -3.5408 1.3557 -4.8258
C -2.9695 2.2759 -3.9580
C -2.0484 1.7885 -3.0468
N -1.6580 0.5250 -2.9622
C -2.1403 -0.3990 -3.8549
S -1.5035 -1.9571 -3.7844
H -4.2895 1.6708 -5.5389
H -3.2408 3.3230 -3.9731
H -1.5960 2.4719 -2.3350
S 3.7434 -0.3209 -3.0931
C 2.2999 -0.4962 -2.3386
N 1.2899 -0.6019 -1.7689
C 5.4913 -2.8791 1.4267
C 4.7261 -1.6572 1.8610
C 4.6969 -1.2674 3.1954
C 3.9851 -0.1441 3.5945
C 3.3089 0.5956 2.6386
C 3.3300 0.2243 1.2971
C 4.0362 -0.8990 0.9173
S 2.2987 1.9655 3.1126
O 2.5044 3.0140 2.1515
O 2.5153 2.2321 4.5126
N 0.7765 1.4181 2.9349
C 0.3218 0.4318 3.9412
C -0.7364 -0.4761 3.3098
C -0.0555 -1.3739 2.2552
O 0.1695 -2.5420 2.5517
O 0.2393 -0.7616 1.1643
H 5.7434 -3.5112 2.2794
H 6.4206 -2.5935 0.9277
H 4.9063 -3.4683 0.7198
H 5.2166 -1.8640 3.9375
H 3.9431 0.1622 4.6317
H 2.7770 0.7938 0.5615
H 4.0317 -1.1994 -0.1241
H 0.6648 0.9830 2.0010
H -0.0570 0.9749 4.8062
H 1.1502 -0.1993 4.2823
H -1.5177 0.1304 2.8411
H -1.1731 -1.1051 4.0833
*
```

Relative energies in eV: run 1 1.358; run 2 0.000

Run 1
Formula: C4H16NO2S
Source: the Open Molecules 2025 dataset
Level of theory: ωB97M-V/def2-TZVPD

The calculation puts the HOMO energy at -12.7 eV.

```
! wB97M-V def2-TZVPD RIJCOSX def2/J DEFGRID3
* xyz 1 1
C -1.7573 0.4770 1.1713
C -0.8451 -0.4708 0.4030
C -1.4560 -0.8932 -0.9085
C -0.6373 -0.8681 -2.1948
S 1.0643 -0.8251 -2.3741
N 0.5419 0.3693 0.0578
H -1.7573 1.4392 0.5254
H -1.5005 0.6305 2.3133
H -2.5748 -0.1943 1.3001
H -0.5232 -1.4320 1.1839
H -1.6045 -2.0104 -0.7159
H -2.4133 -0.1780 -0.8329
H -1.2509 -0.1194 -2.8702
H -0.8584 -1.7882 -2.6491
H 1.5469 0.4603 -2.7752
H 1.3525 -0.2853 -0.1327
H 0.7453 0.9262 0.7635
H 0.2694 1.1266 -0.7019
H 2.0429 3.2480 1.0886
H 1.2602 2.7197 2.0672
O 1.5047 2.4677 1.1440
H 2.2558 -2.3772 1.1150
H 2.6091 -0.9490 1.7015
O 1.9856 -1.4733 1.3206
*
```

Run 2
Formula: C4H16NO2S
Source: the Open Molecules 2025 dataset
Level of theory: ωB97M-V/def2-TZVPD

The calculation puts the HOMO energy at -12.5 eV.

```
! wB97M-V def2-TZVPD RIJCOSX def2/J DEFGRID3
* xyz 1 1
C -2.4206 -0.1624 0.9206
C -1.1403 -0.2363 0.1148
C -1.3830 0.3113 -1.2923
C -0.5572 -0.4453 -2.3605
S 1.1813 0.0237 -2.0311
N -0.0627 0.5002 0.8456
H -3.0043 0.7228 0.6108
H -2.4073 -0.3573 2.0283
H -3.0473 -0.9896 0.5175
H -0.7795 -1.2421 -0.1611
H -2.4280 0.0058 -1.6727
H -1.0771 1.4111 -1.5892
H -0.5983 -0.3294 -3.4517
H -0.6591 -1.5133 -2.3725
H 1.7021 -1.2516 -1.8659
H 0.8958 0.1991 0.6350
H -0.0691 0.2729 1.8393
H -0.1554 1.4939 0.6581
H 2.2176 2.1332 1.2085
H 2.6269 1.2463 2.4063
O 2.1041 1.2553 1.5993
H 2.9213 -1.4061 1.8190
H 3.4590 -0.5798 0.6452
O 2.6812 -1.0625 0.9485
*
```

Relative energies in eV: run 1 2.300; run 2 0.000

Run 1
Formula: C3H9O
Source: the Open Molecules 2025 dataset
Level of theory: ωB97M-V/def2-TZVPD

The calculation puts the HOMO energy at -2.2 eV.

```
! wB97M-V def2-TZVPD RIJCOSX def2/J DEFGRID3
* xyz -1 1
O 0.5419 1.8066 -2.0900
H 0.4409 2.7820 -2.4047
C -1.3978 -0.3387 0.3522
C 0.0415 -0.6784 -0.0806
C 1.1197 -0.3218 0.8847
H -1.3121 0.6309 0.7771
H -2.1429 -0.3413 -0.6302
H -1.7614 -0.8565 1.2342
H 0.0953 -1.6987 -0.3295
H 0.2502 -0.1595 -1.0161
H 1.9705 -0.5629 0.2804
H 1.1444 -0.9663 1.8583
H 1.0098 0.7047 1.1641
*
```

Run 2
Formula: C3H9O
Source: the Open Molecules 2025 dataset
Level of theory: ωB97M-V/def2-TZVPD

The calculation puts the HOMO energy at -2.1 eV.

```
! wB97M-V def2-TZVPD RIJCOSX def2/J DEFGRID3
* xyz -1 1
O -0.4552 -2.1267 -2.4045
H 0.3960 -2.5837 -2.4385
C -0.4938 -0.0235 1.5376
C 0.4694 -0.0041 0.3355
C 0.1512 1.1889 -0.5792
H -1.3126 0.6822 1.4129
H 0.0419 0.2178 2.4590
H -0.9049 -1.0218 1.7081
H 0.3169 -0.8785 -0.3060
H 1.5038 0.0822 0.6742
H 0.9433 1.3374 -1.3212
H -0.7925 1.0250 -1.0980
H 0.1364 2.1049 0.0201
*
```

Relative energies in eV: run 1 0.633; run 2 0.000